## i
The molecule C6H11NO2. Source: the Open Molecules 2025 dataset; level of theory: the ωB97M-V functional and the def2-TZVPD basis.

Structure (XYZ):
```
20
C6H11NO2 (the ωB97M-V functional and the def2-TZVPD basis)
H 2.693 0.482 1.398
N 2.982 0.029 0.525
C 2.020 -0.178 -0.278
C 0.257 -0.033 0.187
C -0.157 -1.398 0.713
C 0.068 1.085 1.182
C -0.115 0.249 -1.197
C -1.931 0.646 -1.140
O -2.417 1.747 -0.977
O -2.797 -0.399 -1.329
H 2.279 -0.698 -1.214
H 0.598 -1.809 1.390
H -1.091 -1.310 1.277
H -0.328 -2.115 -0.094
H -0.499 0.812 2.077
H -0.473 1.974 0.842
H 0.971 1.562 1.570
H -0.052 -0.587 -1.893
H 0.300 1.172 -1.604
H -2.308 -1.230 -1.435
```

Results
SMILES string = [H]/N=C\C(C)(C)CC(=O)O
HOMO level = -9.02 eV
LUMO = 0.456 eV
orbital gap = 0.3482 Ha
2S+1 = 1

=====

## ii
The molecule C6H11NO2. Source: the Open Molecules 2025 dataset; level of theory: the ωB97M-V functional and the def2-TZVPD basis.

Structure (XYZ):
```
20
C6H11NO2 (the ωB97M-V functional and the def2-TZVPD basis)
C 0.912 1.744 -0.551
C 0.248 0.607 -0.621
C 0.690 -0.674 -1.118
C 0.941 -1.733 -0.311
C 1.535 -1.583 1.061
C -1.335 0.511 -0.055
N -1.593 1.676 0.741
O -2.167 0.518 -1.185
O -1.522 -0.649 0.628
H 1.929 1.818 -0.907
H 0.443 2.642 -0.184
H 0.480 -0.853 -2.167
H 1.181 -2.674 -0.794
H 1.166 -2.377 1.713
H 2.623 -1.653 1.031
H 1.254 -0.624 1.492
H -1.033 1.647 1.584
H -2.571 1.669 1.015
H -2.195 1.418 -1.524
H -0.986 -1.429 0.154
```

Results
SMILES string = C=C(/C=C\C)C(N)(O)O
HOMO level = -9.34 eV
LUMO = 0.723 eV
orbital gap = 0.3696 Ha
2S+1 = 1

=====

Of them, ii has the highest stability.

=====

## i
A cluster of 2 separate species, C5H12O in total. Source: the Open Molecules 2025 dataset; level of theory: the ωB97M-V functional and the def2-TZVPD basis.

Structure (XYZ):
```
18
C5H12O (the ωB97M-V functional and the def2-TZVPD basis)
C -0.169 -1.732 -1.880
C 0.068 -0.746 -1.017
O 1.321 -0.603 -0.483
C -0.948 0.287 -0.607
C -0.545 1.698 -1.046
H -1.149 -1.847 -2.326
H 0.614 -2.431 -2.155
H 1.304 0.083 0.196
H -1.915 0.020 -1.042
H -1.079 0.259 0.484
H 0.397 2.018 -0.584
H -1.312 2.430 -0.773
H -0.406 1.730 -2.131
C 0.763 -0.234 2.669
H 0.506 -0.447 3.709
H 0.146 0.599 2.318
H 1.820 0.038 2.610
H 0.581 -1.121 2.057
```

Results
SMILES string = C=C(O)CC.C
HOMO level = -8.72 eV
LUMO = 0.865 eV
orbital gap = 0.3522 Ha
2S+1 = 1

=====

## ii
A cluster of 2 separate species, C5H12O in total. Source: the Open Molecules 2025 dataset; level of theory: the ωB97M-V functional and the def2-TZVPD basis.

Structure (XYZ):
```
18
C5H12O (the ωB97M-V functional and the def2-TZVPD basis)
C -1.511 0.463 -2.836
C -1.780 -0.730 -2.213
C -2.902 -0.911 -1.347
H -0.552 0.650 -3.287
H -2.154 1.286 -2.859
H -1.006 -1.540 -2.352
H -2.860 -1.417 -0.445
H -3.573 0.004 -1.027
H -3.775 -1.470 -1.954
C 2.512 -0.200 2.569
C 2.174 0.579 1.267
O 1.690 1.866 1.699
H 3.133 0.452 3.220
H 1.879 -0.535 3.270
H 3.288 -1.076 2.438
H 1.381 0.057 0.723
H 2.942 0.714 0.597
H 1.113 1.808 2.536
```

Results
SMILES string = C=CC.CCO
HOMO level = -9.20 eV
LUMO = 0.885 eV
orbital gap = 0.3706 Ha
2S+1 = 1

=====

## iii
A cluster of 2 separate species, C5H12O in total. Source: the Open Molecules 2025 dataset; level of theory: the ωB97M-V functional and the def2-TZVPD basis.

Structure (XYZ):
```
18
C5H12O (the ωB97M-V functional and the def2-TZVPD basis)
C 0.222 -1.394 2.045
C -0.674 -0.375 1.397
C -1.034 -0.393 0.115
C -1.916 0.625 -0.551
H -0.326 -1.998 2.780
H 0.647 -2.074 1.300
H 1.053 -0.919 2.582
H -1.050 0.425 2.040
H -0.647 -1.185 -0.530
H -1.430 0.994 -1.462
H -2.117 1.473 0.114
H -2.878 0.180 -0.841
C 1.847 0.841 -1.191
O 0.916 0.222 -2.054
H 1.768 1.938 -1.218
H 1.595 0.506 -0.181
H 2.885 0.551 -1.418
H 1.109 0.505 -2.955
```

Results
SMILES string = C/C=C/C.CO
HOMO level = -8.91 eV
LUMO = 0.912 eV
orbital gap = 0.3609 Ha
2S+1 = 1

=====

Of them, i has the highest stability.

=====

## i
The molecule C5H12O. Source: the Open Molecules 2025 dataset; level of theory: the ωB97M-V functional and the def2-TZVPD basis.

Structure (XYZ):
```
18
C5H12O (the ωB97M-V functional and the def2-TZVPD basis)
C 2.263 0.136 -0.379
C 1.062 -0.800 -0.494
C -0.271 -0.088 -0.287
C -1.465 -1.019 -0.490
O -0.231 0.454 1.022
C -1.244 1.380 1.327
H 2.248 0.901 -1.167
H 2.255 0.645 0.589
H 3.202 -0.419 -0.469
H 1.141 -1.598 0.256
H 1.048 -1.285 -1.478
H -0.340 0.749 -1.006
H -1.476 -1.426 -1.507
H -2.414 -0.494 -0.334
H -1.419 -1.856 0.215
H -0.794 2.232 1.847
H -1.744 1.760 0.426
H -2.005 0.936 1.982
```

Results
SMILES string = CC[C@@H](C)OC
HOMO level = -9.66 eV
LUMO = 1.168 eV
orbital gap = 0.3980 Ha
2S+1 = 1

=====

## ii
The molecule C5H12O. Source: the Open Molecules 2025 dataset; level of theory: the ωB97M-V functional and the def2-TZVPD basis.

Structure (XYZ):
```
18
C5H12O (the ωB97M-V functional and the def2-TZVPD basis)
C -0.318 -1.864 0.577
C 0.326 -0.608 -0.011
C 0.050 -0.523 -1.513
C -0.173 0.650 0.728
C 0.718 1.887 0.509
O -1.534 0.928 0.419
H -0.020 -2.016 1.622
H -1.409 -1.771 0.546
H -0.033 -2.758 0.010
H 1.413 -0.660 0.149
H 0.411 0.417 -1.953
H 0.526 -1.350 -2.051
H -1.029 -0.600 -1.698
H -0.192 0.410 1.796
H 0.899 2.409 1.452
H 0.229 2.606 -0.156
H 1.696 1.641 0.081
H -1.563 1.203 -0.506
```

Results
SMILES string = CC(C)[C@@H](C)O
HOMO level = -10.13 eV
LUMO = 1.007 eV
orbital gap = 0.4092 Ha
2S+1 = 1

=====

## iii
A cluster of 3 separate species, C5H12O in total. Source: the Open Molecules 2025 dataset; level of theory: the ωB97M-V functional and the def2-TZVPD basis.

Structure (XYZ):
```
18
C5H12O (the ωB97M-V functional and the def2-TZVPD basis)
C -1.273 -1.394 2.008
O -0.360 -1.192 1.034
C -0.485 -0.033 0.379
C 0.462 0.062 -0.818
C 1.962 0.162 -0.452
C 0.038 1.251 -1.673
H -2.431 -0.862 1.140
H -1.294 -0.624 2.788
H -1.124 -2.413 2.404
H -2.133 -0.190 0.325
H -0.542 0.856 1.019
H 0.333 -0.864 -1.393
H 2.300 -0.698 0.137
H 2.577 0.197 -1.365
H 2.180 1.073 0.119
H -1.012 1.155 -1.962
H 0.155 2.188 -1.112
H 0.648 1.327 -2.579
```

Results
HOMO level = -8.95 eV
LUMO = 0.946 eV
orbital gap = 0.3637 Ha
2S+1 = 1

=====

Of them, ii has the highest stability.

=====

## i
A structure of composition C5H12O. Source: the Open Molecules 2025 dataset; level of theory: the ωB97M-V functional and the def2-TZVPD basis.

Structure (XYZ):
```
18
C5H12O (the ωB97M-V functional and the def2-TZVPD basis)
C -1.399 -2.103 0.582
C -1.213 -0.571 0.456
C 0.119 -0.039 -0.084
C -0.034 1.785 -0.854
O 1.056 0.009 0.900
C 2.144 0.733 0.394
H -1.257 -2.615 -0.377
H -0.714 -2.553 1.309
H -2.422 -2.336 0.918
H -1.375 -0.120 1.443
H -1.982 -0.184 -0.216
H 0.477 -0.580 -0.975
H -0.439 1.482 -1.810
H 0.593 2.691 -1.133
H -0.774 2.208 -0.183
H 2.697 0.154 -0.363
H 1.558 1.536 -0.175
H 2.794 0.994 1.236
```

Results
HOMO level = -9.30 eV
LUMO = 1.175 eV
orbital gap = 0.3848 Ha
2S+1 = 1

=====

## ii
A cluster of 2 separate species, C5H12O in total. Source: the Open Molecules 2025 dataset; level of theory: the ωB97M-V functional and the def2-TZVPD basis.

Structure (XYZ):
```
18
C5H12O (the ωB97M-V functional and the def2-TZVPD basis)
C -1.641 1.172 0.382
C -0.757 -0.029 0.444
C 0.574 -0.066 0.145
C 1.403 -1.260 0.569
C 1.400 1.193 0.005
H -1.844 1.441 -0.658
H -1.204 2.039 0.888
H -2.590 0.973 0.887
H -1.239 -0.948 0.769
H 0.781 -2.140 0.761
H 2.100 -1.497 -0.241
H 2.003 -1.091 1.469
H 2.168 1.031 -0.757
H 0.818 2.065 -0.300
H 1.931 1.489 0.916
O -1.259 -1.717 -1.976
H -2.169 -1.501 -1.720
H -0.476 -1.154 -1.582
```

Results
SMILES string = CC=C(C)C.O
HOMO level = -9.08 eV
LUMO = 0.827 eV
orbital gap = 0.3639 Ha
2S+1 = 1

=====

## iii
A cluster of 2 separate species, C5H12O in total. Source: the Open Molecules 2025 dataset; level of theory: the ωB97M-V functional and the def2-TZVPD basis.

Structure (XYZ):
```
18
C5H12O (the ωB97M-V functional and the def2-TZVPD basis)
C -0.303 0.916 -1.506
O 0.299 1.056 -0.247
C 0.423 -0.156 0.332
C -1.499 -0.994 0.031
C 1.321 -1.154 -0.382
C 0.647 -0.023 1.828
H -1.060 0.067 -1.184
H 0.398 0.527 -2.259
H -0.660 1.908 -1.808
H -2.307 -1.188 -0.734
H -1.157 -1.979 0.308
H -2.013 -0.473 0.835
H 0.883 -1.435 -1.341
H 2.331 -0.758 -0.572
H 1.422 -2.053 0.231
H 1.707 -0.029 2.135
H 0.194 0.902 2.195
H 0.165 -0.876 2.310
```

Results
HOMO level = -8.66 eV
LUMO = 0.967 eV
orbital gap = 0.3537 Ha
2S+1 = 1

=====

Of them, ii has the highest stability.

=====

## i
A cluster of 2 separate species, C5H12O in total. Source: the Open Molecules 2025 dataset; level of theory: the ωB97M-V functional and the def2-TZVPD basis.

Structure (XYZ):
```
18
C5H12O (the ωB97M-V functional and the def2-TZVPD basis)
C 0.787 -0.431 -1.748
C 1.132 -0.925 -0.559
C 0.189 -1.557 0.426
C 0.330 -0.953 1.827
H 1.519 0.002 -2.424
H -0.244 -0.465 -2.099
H 2.179 -0.881 -0.252
H -0.842 -1.455 0.065
H 0.398 -2.635 0.475
H 1.348 -1.091 2.210
H -0.359 -1.428 2.533
H 0.120 0.123 1.809
C -1.436 2.025 -0.393
O -0.078 2.270 -0.109
H -1.928 1.430 0.392
H -1.581 1.510 -1.354
H -1.950 2.989 -0.455
H 0.416 1.471 -0.343
```

Results
SMILES string = C=CCC.CO
HOMO level = -10.04 eV
LUMO = 1.094 eV
orbital gap = 0.4092 Ha
2S+1 = 1

=====

## ii
A cluster of 2 separate species, C5H12O in total. Source: the Open Molecules 2025 dataset; level of theory: the ωB97M-V functional and the def2-TZVPD basis.

Structure (XYZ):
```
18
C5H12O (the ωB97M-V functional and the def2-TZVPD basis)
C 2.327 -0.392 -0.610
C 1.457 -0.945 0.528
C 0.320 -0.048 0.865
O -0.829 -0.578 1.183
C -1.938 0.060 1.408
C -1.586 0.813 -1.264
H 3.199 -1.036 -0.770
H 2.697 0.613 -0.379
H 1.770 -0.333 -1.552
H 2.088 -1.099 1.416
H 1.053 -1.923 0.240
H 0.459 1.011 1.083
H -0.756 0.517 -0.596
H -1.918 1.139 1.506
H -2.827 -0.544 1.488
H -2.125 1.702 -0.927
H -2.307 0.008 -1.419
H -1.083 1.035 -2.200
```

Results
HOMO level (alpha / beta) = -7.02 / -7.17 eV
LUMO (alpha / beta) = 0.998 / 0.958 eV
orbital gap (alpha / beta) = 0.2946 / 0.2986 Ha
2S+1 = 1

=====

## iii
A cluster of 2 separate species, C5H12O in total. Source: the Open Molecules 2025 dataset; level of theory: the ωB97M-V functional and the def2-TZVPD basis.

Structure (XYZ):
```
18
C5H12O (the ωB97M-V functional and the def2-TZVPD basis)
C 1.759 -1.181 -0.494
C 0.576 -0.757 -0.051
C -0.234 -1.490 0.983
C -0.013 0.543 -0.528
O -1.391 0.370 -0.765
C -2.023 1.571 -1.116
H 2.307 -0.638 -1.262
H 2.222 -2.083 -0.100
H -1.137 -1.918 0.531
H -0.573 -0.806 1.769
H 0.345 -2.294 1.445
H 0.499 0.897 -1.438
H 0.134 1.313 0.255
H -1.925 2.328 -0.321
H -3.082 1.350 -1.270
H -1.606 1.991 -2.045
H 1.988 0.553 2.533
H 2.154 0.251 1.873
```

Results
SMILES string = C=C(C)COC.[H][H]
HOMO level = -9.44 eV
LUMO = 1.064 eV
orbital gap = 0.3859 Ha
2S+1 = 1

=====

Of them, i has the highest stability.